The following is a quantum chemistry calculation of a molecular structure, C53H34F15GeIN4O5STeTi at a distorted geometry, from the OMol25 dataset.

Geometry as ORCA input:
```
! RIJCOSX wB97M-V def2-TZVPD def2/J DEFGRID3
* xyz -1 4
Ti 0.62 -0.31 0.14
O -0.12 -4.10 -1.30
C 0.39 -2.98 -0.75
O -0.34 -1.93 -0.71
C 1.70 -2.98 -0.23
C 2.58 -4.07 0.03
C 3.71 -3.83 0.76
C 3.98 -2.53 1.31
C 3.09 -1.53 1.03
N 2.06 -1.75 0.22
C 3.07 -0.13 1.67
O 3.89 0.20 2.50
O 2.04 0.60 1.27
H -1.07 -3.93 -1.42
H 2.32 -5.06 -0.30
H 4.38 -4.65 0.98
H 4.82 -2.35 1.97
C 1.76 -0.68 -9.48
C 1.24 -0.70 -8.06
C 2.10 -0.82 -6.99
C 1.64 -0.80 -5.67
C 2.65 -0.98 -4.56
C 0.27 -0.66 -5.44
Te -0.39 -0.49 -3.45
N 1.33 0.56 -1.64
C 0.42 1.45 -1.21
O -0.77 1.00 -0.99
C 0.74 2.88 -0.95
C 2.05 3.32 -0.87
C 2.31 4.66 -0.62
C 1.26 5.55 -0.46
C -0.05 5.11 -0.55
C -0.31 3.77 -0.79
C -1.34 1.36 -3.79
C -2.67 1.52 -3.43
C -3.50 0.43 -2.78
C -3.29 2.75 -3.66
C -2.60 3.82 -4.21
C -3.27 5.15 -4.41
C -1.26 3.64 -4.52
C -0.61 2.43 -4.31
C 0.86 2.36 -4.66
C -0.63 -0.59 -6.51
C -2.12 -0.52 -6.33
C -0.13 -0.60 -7.81
H 2.84 -0.62 -9.49
H 1.36 0.17 -10.03
H 1.46 -1.59 -10.01
H 3.16 -0.92 -7.16
H 3.63 -0.64 -4.89
H 2.74 -2.03 -4.29
H 2.40 -0.44 -3.65
H 2.85 2.60 -1.00
H 3.34 5.00 -0.54
H 1.47 6.60 -0.26
H -0.87 5.81 -0.43
H -1.33 3.40 -0.85
H -2.90 -0.27 -2.20
H -4.05 -0.13 -3.53
H -4.22 0.88 -2.10
H -4.33 2.87 -3.37
H -4.34 5.09 -4.24
H -3.11 5.52 -5.43
H -2.86 5.90 -3.73
H -0.69 4.47 -4.92
H 1.31 3.35 -4.53
H 1.01 2.04 -5.69
H 1.40 1.67 -4.01
H -2.45 -1.02 -5.41
H -2.63 -0.98 -7.17
H -2.46 0.52 -6.26
H -0.82 -0.54 -8.64
I -4.11 3.00 2.91
C -2.28 2.20 2.48
C -1.04 2.76 2.76
N -0.13 1.94 2.22
N -0.69 0.89 1.62
C -2.00 1.02 1.77
H -0.77 3.65 3.30
H 0.88 1.98 2.21
H -2.67 0.29 1.36
F 1.31 0.71 4.44
C 2.05 -0.20 5.08
C 1.59 -1.50 5.19
C 2.41 -2.37 5.89
F 2.09 -3.66 6.05
C 3.61 -1.97 6.47
F 4.37 -2.83 7.15
C 4.02 -0.65 6.34
F 5.17 -0.25 6.90
C 3.23 0.25 5.65
F 3.60 1.52 5.56
Ge -0.16 -1.99 4.42
S -0.23 -2.18 2.32
C -0.69 -3.62 5.42
C -0.87 -4.87 4.84
F -0.59 -5.11 3.56
C -1.36 -5.96 5.55
F -1.52 -7.15 4.96
C -1.68 -5.82 6.89
F -2.16 -6.86 7.58
C -1.49 -4.60 7.51
F -1.77 -4.46 8.81
C -0.99 -3.54 6.76
F -0.76 -2.40 7.44
C -1.53 -0.75 5.16
C -1.36 0.26 6.08
F -0.16 0.53 6.61
C -2.41 1.03 6.57
F -2.19 2.00 7.46
C -3.70 0.76 6.14
F -4.72 1.48 6.62
C -3.92 -0.26 5.24
F -5.16 -0.54 4.84
C -2.84 -0.99 4.77
F -3.14 -1.99 3.92
*
```

Results
**E_LUMO (spin up / spin down)**: 1.845 / 0.730 eV
**F_max**: 0.0292 hartree/bohr
**Energy relative to the best compared isomer or geometry (same formula, charge and spin)**: 4.2 kcal per mole
**<S²>**: 3.772
**Total energy**: -218336.80296 eV
**HOMO-LUMO gap (spin up / spin down)**: 5.584 / 6.225 eV